(1)
Computed, not measured: 7 unconnected molecules or ions with the total composition C21H46N2O26P3S7, with ωB97M-V/def2-TZVPD.

Positions of all 105 atoms, in Å:
C1 -3.32 3.92 0.99
C2 -2.29 3.32 0.13
P1 -1.01 2.01 0.69
C3 -2.37 0.90 1.46
C4 -3.62 0.51 0.57
C5 -4.93 0.48 1.55
C6 -6.28 0.05 0.78
C7 -6.97 1.22 -0.08
O1 -7.46 2.31 0.76
C8 -7.84 3.45 -0.07
N1 0.37 1.04 1.38
C9 0.42 -0.18 1.03
O2 0.24 -1.44 0.88
P2 -0.98 1.04 -1.28
N2 -0.76 2.27 -2.36
P3 -0.81 3.23 2.57
S1 1.11 3.09 3.07
H1 -4.01 3.32 1.67
H2 -3.34 5.08 0.98
H3 -2.33 3.79 -0.93
H4 0.01 2.90 0.16
H5 -2.82 1.56 2.32
H6 -2.03 -0.03 2.03
H7 -3.48 -0.61 0.26
H8 -3.79 1.08 -0.40
H9 -4.71 -0.36 2.33
H10 -5.06 1.44 2.16
H11 -7.05 -0.30 1.58
H12 -6.13 -0.85 0.08
H13 -6.33 1.61 -0.95
H14 -7.91 0.74 -0.57
H15 -8.85 3.29 -0.60
H16 -7.92 4.41 0.56
H17 -7.04 3.64 -0.87
H18 0.13 0.20 -1.61
H19 -2.16 0.40 -1.71
H20 -1.56 2.29 -3.01
H21 -1.01 4.63 2.36
H22 -1.51 2.68 3.69
C10 -2.50 -3.69 1.34
C11 -1.85 -4.70 2.28
O3 -2.44 -4.45 3.55
S2 -3.97 -3.95 3.33
O4 -4.84 -5.08 3.49
O5 -4.15 -2.73 4.05
O6 -3.86 -3.62 1.75
H23 -2.05 -2.70 1.45
H24 -2.43 -4.00 0.29
H25 -0.76 -4.58 2.33
H26 -2.09 -5.73 1.98
C12 4.59 3.92 0.33
C13 4.01 3.40 -0.97
O7 2.67 3.88 -1.00
S3 2.61 5.32 -0.24
O8 2.67 6.35 -1.24
O9 1.58 5.25 0.75
O10 4.05 5.24 0.49
H27 4.27 3.31 1.18
H28 5.68 3.96 0.31
H29 4.03 2.31 -1.03
H30 4.54 3.82 -1.83
C14 5.81 7.58 -3.33
C15 7.29 7.85 -3.07
O11 7.84 6.58 -2.71
S4 7.03 5.41 -3.49
O12 7.78 5.05 -4.66
O13 6.58 4.45 -2.53
O14 5.76 6.31 -3.96
H31 5.26 7.51 -2.39
H32 5.36 8.34 -3.96
H33 7.45 8.58 -2.28
H34 7.79 8.18 -3.99
C16 2.93 -1.85 -1.23
C17 3.74 -1.69 0.05
O15 5.06 -1.33 -0.39
S5 4.94 -0.47 -1.76
O16 5.02 0.93 -1.42
O17 5.78 -1.07 -2.76
O18 3.39 -0.82 -2.11
H35 3.13 -2.82 -1.71
H36 1.86 -1.75 -1.05
H37 3.77 -2.60 0.64
H38 3.36 -0.87 0.66
C18 -2.63 -8.73 6.68
C19 -3.45 -9.13 5.47
O19 -4.09 -7.93 5.04
S6 -3.12 -6.66 5.37
O20 -2.39 -6.33 4.18
O21 -3.87 -5.70 6.12
O22 -2.11 -7.43 6.38
H39 -3.26 -8.64 7.57
H40 -1.81 -9.43 6.88
H41 -4.19 -9.90 5.70
H42 -2.80 -9.47 4.65
C20 3.14 -3.28 -6.25
C21 4.65 -3.52 -6.29
O23 5.02 -3.78 -4.94
S7 3.79 -4.52 -4.18
O24 4.04 -5.93 -4.19
O25 3.49 -3.79 -2.98
O26 2.64 -4.21 -5.28
H43 2.92 -2.27 -5.90
H44 2.67 -3.44 -7.21
H45 5.19 -2.66 -6.68
H46 4.89 -4.41 -6.88

Properties
- total charge = -1
- spin multiplicity = 1
- total energy (Eh) = -6704.44325

***

(2)
Computed, not measured: a molecular structure, C15H35BN4Si4TeTl, with ωB97M-V/def2-TZVPD.

Positions of all 61 atoms, in Å:
Tl1 1.48 -1.42 1.74
B1 3.32 -4.64 2.00
N1 1.82 -4.92 1.69
C1 1.18 -6.10 1.69
C2 -0.17 -5.86 1.49
C3 -0.26 -4.47 1.40
N2 0.94 -3.92 1.53
N3 3.92 -3.79 0.84
C4 5.03 -4.03 0.13
C5 5.26 -2.95 -0.70
C6 4.22 -2.07 -0.41
N4 3.43 -2.59 0.52
H1 3.90 -5.71 2.02
H2 3.43 -4.05 3.05
H3 1.73 -7.01 1.80
H4 -0.96 -6.59 1.42
H5 -1.12 -3.84 1.22
H6 5.56 -4.96 0.25
H7 6.06 -2.83 -1.42
H8 3.98 -1.11 -0.84
C7 -3.13 0.31 -3.07
Si1 -2.07 1.74 -2.47
C8 -0.85 2.17 -3.84
C9 -3.19 3.23 -2.18
Si2 -0.88 1.16 -0.54
Te1 0.10 -1.08 -0.99
Si3 0.77 2.78 -0.20
C10 2.24 2.46 -1.34
C11 0.12 4.51 -0.56
C12 1.36 2.74 1.58
Si4 -2.38 1.19 1.24
C13 -1.72 0.28 2.75
C14 -2.78 2.96 1.77
C15 -3.99 0.34 0.72
H9 -3.61 0.55 -4.02
H10 -3.90 0.06 -2.34
H11 -2.50 -0.58 -3.20
H12 -1.36 2.34 -4.79
H13 -0.13 1.36 -3.96
H14 -0.29 3.08 -3.59
H15 -3.69 3.55 -3.10
H16 -2.62 4.08 -1.79
H17 -3.97 2.99 -1.45
H18 1.95 2.55 -2.39
H19 2.60 1.44 -1.19
H20 3.05 3.16 -1.13
H21 -0.17 4.61 -1.61
H22 0.88 5.28 -0.35
H23 -0.76 4.73 0.05
H24 1.68 1.73 1.86
H25 0.56 3.03 2.27
H26 2.21 3.42 1.75
H27 -0.79 0.73 3.11
H28 -1.51 -0.76 2.51
H29 -2.45 0.31 3.57
H30 -1.88 3.44 2.16
H31 -3.53 2.98 2.56
H32 -3.14 3.55 0.93
H33 -3.77 -0.65 0.32
H34 -4.50 0.91 -0.05
H35 -4.67 0.23 1.57

Properties
- total charge = -1
- spin multiplicity = 1
- energy relative to the best compared isomer or geometry (same formula, charge and spin) (kJ/mol) = 0.0
- total energy (Eh) = -2435.16439

***

(3)
Computed, not measured: C5H10N2O in the gas phase, with ωB97M-V/def2-TZVPD.

Positions of all 18 atoms, in Å:
H1 -3.39 1.55 2.20
N1 -2.50 1.06 2.33
C1 -1.85 1.02 1.21
C2 -0.52 0.40 1.00
C3 0.05 -0.26 2.02
O1 0.07 0.64 -0.23
N2 0.66 -0.59 -0.75
C4 0.05 -0.76 -2.07
C5 2.09 -0.30 -0.90
H2 -2.30 1.48 0.31
H3 1.04 -0.70 1.93
H4 -0.46 -0.38 2.97
H5 -1.03 -0.95 -1.96
H6 0.17 0.12 -2.71
H7 0.47 -1.63 -2.59
H8 2.61 -1.14 -1.37
H9 2.55 -0.15 0.08
H10 2.27 0.60 -1.50

Properties
- SMILES = [H]/N=C/C(=C)ON(C)C
- spin multiplicity = 1
- energy relative to the best compared isomer or geometry (same formula, charge and spin) (kJ/mol) = 349.3
- total energy (Eh) = -381.15238

***

(4)
Computed, not measured: 6 unconnected molecules or ions with the total composition C33H39BBr, with ωB97M-V/def2-TZVPD.

Positions of all 74 atoms, in Å:
B1 -1.03 0.31 0.30
C1 0.25 0.82 1.20
C2 0.52 -0.11 2.38
C3 0.49 0.57 3.73
Br1 2.27 -1.07 2.21
H1 -1.06 0.93 -0.77
H2 -2.09 0.48 0.92
H3 -0.89 -0.89 0.06
H4 1.14 0.87 0.56
H5 0.10 1.83 1.61
H6 -0.19 -0.93 2.36
H7 -0.51 1.01 3.83
H8 0.62 -0.13 4.56
H9 1.24 1.36 3.79
C4 3.76 3.77 0.34
C5 3.74 4.47 -0.86
C6 3.78 3.78 -2.06
C7 3.84 2.40 -2.07
C8 3.87 1.70 -0.87
C9 3.83 2.39 0.34
H10 3.72 4.31 1.28
H11 3.67 5.55 -0.85
H12 3.75 4.33 -3.00
H13 3.86 1.86 -3.01
H14 3.90 0.62 -0.86
H15 3.84 1.83 1.27
C10 1.62 5.59 5.53
C11 1.35 4.89 4.36
C12 0.06 4.47 4.09
C13 -0.96 4.75 4.98
C14 -0.70 5.46 6.14
C15 0.60 5.88 6.42
H16 2.63 5.92 5.74
H17 2.15 4.66 3.67
H18 -0.14 3.91 3.18
H19 -1.97 4.42 4.76
H20 -1.50 5.68 6.84
H21 0.81 6.43 7.33
C16 -0.64 -0.80 -3.66
C17 -1.57 -0.73 -4.69
C18 -2.11 -1.90 -5.22
C19 -1.72 -3.13 -4.73
C20 -0.79 -3.20 -3.70
C21 -0.25 -2.03 -3.17
H22 -0.23 0.10 -3.23
H23 -1.89 0.23 -5.07
H24 -2.83 -1.84 -6.03
H25 -2.14 -4.04 -5.14
H26 -0.48 -4.16 -3.30
H27 0.47 -2.08 -2.36
C22 2.89 -3.31 7.61
C23 2.85 -2.59 6.42
C24 2.91 -3.26 5.20
C25 3.01 -4.64 5.18
C26 3.05 -5.36 6.36
C27 2.99 -4.69 7.58
H28 2.84 -2.79 8.56
H29 2.77 -1.51 6.44
H30 2.88 -2.69 4.28
H31 3.05 -5.16 4.23
H32 3.12 -6.44 6.34
H33 3.02 -5.25 8.51
C28 -5.01 -3.27 -7.97
C29 -5.28 -1.91 -7.94
C30 -6.24 -1.37 -8.78
C31 -6.92 -2.19 -9.67
C32 -6.65 -3.56 -9.70
C33 -5.69 -4.09 -8.86
H34 -4.26 -3.69 -7.31
H35 -4.75 -1.27 -7.24
H36 -6.45 -0.31 -8.75
H37 -7.67 -1.77 -10.33
H38 -7.19 -4.20 -10.39
H39 -5.48 -5.15 -8.89

Properties
- total charge = -1
- spin multiplicity = 1
- total energy (Eh) = -3879.73914

***

Number 1: largest force on an atom 7.4 eV/A, gap between HOMO and LUMO 5.55 eV. Number 2: largest force on an atom 0.3 eV/A, gap between HOMO and LUMO 6.65 eV. Number 3: largest force on an atom 1.6 eV/A, gap between HOMO and LUMO 9.67 eV. Number 4: largest force on an atom 0.5 eV/A, gap between HOMO and LUMO 7.56 eV.